[1]
The following is a quantum chemistry calculation of 4 unconnected molecules or ions with the total composition C2H10NO5, from the OMol25 dataset.

Each atom is followed by the atoms it is bonded to, with distances in Å.
Atoms and positions in Å:
1 C 1.35505 -0.83868 -0.03417  N2 1.456, H6 1.093, H7 1.097, H8 1.090
2 N 0.44061 0.25211 0.27213  C1 1.456, C3 1.487, H9 0.999
3 C -0.71617 -0.07611 1.14686  N2 1.487, O4 1.248, O5 1.245
4 O -1.48535 0.88466 1.35448  C3 1.248
5 O -0.75484 -1.24646 1.57000  C3 1.245
6 H 0.89462 -1.56398 -0.70973  C1 1.093
7 H 1.58222 -1.41241 0.87286  C1 1.097
8 H 2.26591 -0.44629 -0.48625  C1 1.090
9 H 0.87637 1.13235 0.45654  N2 0.999
10 H -0.67288 2.51812 1.88615  O12 0.986
11 H -0.43965 3.36285 0.70102  O12 0.974
12 O -0.15725 3.31947 1.63235  H10 0.986, H11 0.974
13 H -0.35107 1.68932 -2.18472  O15 0.983
14 H -0.78300 1.16731 -3.44015  O15 0.952
15 O -0.20202 1.85919 -3.14089  H13 0.983, H14 0.952
16 H -0.20368 -2.93875 0.37395  O18 0.970
17 H -1.26919 -3.82890 -0.31317  O18 0.958
18 O -0.37967 -3.83381 0.04275  H16 0.970, H17 0.958

The calculation puts the largest force on an atom at 0.0289 hartree/bohr. Its LUMO energy is 3.5 eV. Its net charge is -1. As for the energy above the lowest of the compared OMol25 structures with the same formula, charge and spin: 43.2 kJ/mol. The calculation puts the HOMO-LUMO gap at 0.3127 Ha.

---

[2]
The following is a quantum chemistry calculation of 2 unconnected molecules or ions with the total composition C2H10NOS, from the OMol25 dataset.

Each atom is followed by the atoms it is bonded to, with distances in Å.
Atoms and positions in Å:
1 C 0.26259 -0.68033 0.45472  C2 1.510, N4 1.531, H5 1.089, H6 1.098
2 C -0.27178 -1.95487 -0.15454  C1 1.510, S3 1.807, H7 1.095, H8 1.097
3 S -0.45005 -3.27838 1.06270  C2 1.807, H9 1.337
4 N 0.28334 0.49393 -0.52679  C1 1.531, H10 1.023, H11 1.039, H12 1.028
5 H 1.24244 -0.65799 0.92988  C1 1.089
6 H -0.44210 -0.35152 1.23018  C1 1.098
7 H 0.33743 -2.26011 -1.01109  C2 1.095
8 H -1.16527 -1.64133 -0.70801  C2 1.097
9 H 0.19046 -2.56948 1.99855  S3 1.337
10 H 1.15916 0.50716 -1.05592  N4 1.023
11 H -0.04909 1.42466 -0.20469  N4 1.039
12 H -0.47977 0.26864 -1.17760  N4 1.028
13 H 0.54385 3.77366 -0.39742  O15 0.966
14 H -0.86636 3.59181 0.14734  O15 0.966
15 O -0.29486 3.33415 -0.58731  H13 0.966, H14 0.966

The calculation puts the largest force on an atom at 0.0387 hartree/bohr. Its LUMO energy is -3.7 eV. Its net charge is +1. As for the energy above the lowest of the compared OMol25 structures with the same formula, charge and spin: 56.4 kJ/mol. The calculation puts the HOMO-LUMO gap at 0.3439 Ha.

---

[3]
The following is a quantum chemistry calculation of 2 unconnected molecules or ions with the total composition C2H10NS, from the OMol25 dataset.

Each atom is followed by the atoms it is bonded to, with distances in Å.
Atoms and positions in Å:
1 N 1.83121 -0.61514 -1.34775  H2 1.094, H3 1.046, H4 0.987, H5 1.042
2 H 1.21500 -0.53624 -2.24766  N1 1.094
3 H 2.35414 0.29060 -1.35401  N1 1.046
4 H 2.29237 -1.48731 -1.33437  N1 0.987
5 H 1.13713 -0.61024 -0.57098  N1 1.042
6 C -1.32296 -0.88576 0.27699  S7 1.800, H9 1.106, H10 1.056, H11 1.121
7 S 0.12963 -0.17399 1.06704  C6 1.800, C8 1.795
8 C -0.48224 1.51242 1.12033  S7 1.795, H12 1.047, H13 1.135, H14 1.143
9 H -2.19990 -0.38710 0.72971  C6 1.106
10 H -1.34261 -0.67955 -0.75898  C6 1.056
11 H -1.61863 -1.95533 0.43924  C6 1.121
12 H -0.24757 2.25783 0.42344  C8 1.047
13 H -0.16160 1.86275 2.15117  C8 1.135
14 H -1.58397 1.40705 1.40583  C8 1.143

The calculation puts the largest force on an atom at 0.0937 hartree/bohr. Its LUMO energy is -3.9 eV. Its net charge is +1. As for the energy above the lowest of the compared OMol25 structures with the same formula, charge and spin: 95.9 kJ/mol. The calculation puts the HOMO-LUMO gap at 0.3474 Ha.

---

[4]
The following is a quantum chemistry calculation of 2 unconnected molecules or ions with the total composition C2H10NS, from the OMol25 dataset.

Each atom is followed by the atoms it is bonded to, with distances in Å.
Atoms and positions in Å:
1 N -2.42809 -1.76831 -0.47070  H2 1.030, H3 1.023, H4 1.104, H5 1.032
2 H -2.61600 -1.44346 0.48877  N1 1.030
3 H -3.12805 -1.41672 -1.12869  N1 1.023
4 H -2.65160 -2.83265 -0.27850  N1 1.104
5 H -1.45263 -1.54339 -0.72146  N1 1.032
6 C 1.81279 0.58595 -1.00453  S7 1.787, H9 1.194, H10 1.116, H11 1.059
7 S 0.72519 -0.16905 0.19565  C6 1.787, C8 1.958
8 C 0.68705 1.29538 1.49538  S7 1.958, H12 1.063, H13 1.169, H14 1.106
9 H 2.23736 1.63414 -0.62188  C6 1.194
10 H 2.80318 0.09228 -0.85985  C6 1.116
11 H 1.47157 0.68006 -2.00302  C6 1.059
12 H 0.09445 2.09355 1.11871  C8 1.063
13 H 1.75526 1.67059 1.20289  C8 1.169
14 H 0.68952 1.12163 2.58725  C8 1.106

The calculation puts the largest force on an atom at 0.0834 hartree/bohr. Its LUMO energy (alpha / beta) is -7.9 / -12.3 eV. Its net charge is +2. As for the energy above the lowest of the compared OMol25 structures with the same formula, charge and spin: 91.2 kJ/mol. The spin multiplicity is 2. The calculation puts the HOMO-LUMO gap (alpha / beta) at 0.4507 / 0.3179 Ha.